Record 1
Below is a 8-piece molecular cluster, C11H36ClO11 overall in a non-equilibrium geometry, with properties calculated with wB97M-V/def2-TZVPD.

The geometry in ORCA input format:
```
! RIJCOSX wB97M-V def2-TZVPD def2/J DEFGRID3
* xyz -1 1
Cl -9.25 10.63 19.06
O -9.52 12.02 18.75
O -9.09 10.45 20.46
O -10.42 9.86 18.60
O -8.12 10.18 18.31
C -12.19 12.17 15.81
C -11.85 10.76 15.38
O -10.50 10.46 15.65
H -11.94 12.28 16.87
H -13.27 12.39 15.80
H -11.65 12.99 15.34
H -12.01 10.58 14.31
H -12.46 10.00 15.89
H -10.38 10.35 16.61
C -8.25 6.87 16.62
C -6.80 7.01 17.07
O -6.64 7.62 18.34
H -8.26 6.29 15.69
H -8.81 7.79 16.49
H -8.80 6.26 17.35
H -6.28 7.56 16.28
H -6.48 5.97 17.15
H -7.13 8.45 18.28
C -14.45 9.39 18.37
C -13.95 10.24 19.53
O -14.94 10.37 20.55
H -14.63 8.38 18.74
H -13.72 9.47 17.57
H -15.44 9.72 18.05
H -13.66 11.21 19.12
H -13.05 9.79 19.95
H -14.93 9.56 21.06
C -11.97 6.69 19.38
C -10.94 6.63 20.51
O -9.81 7.45 20.24
H -12.70 5.88 19.52
H -11.57 6.65 18.37
H -12.57 7.60 19.50
H -10.73 5.59 20.72
H -11.37 7.01 21.45
H -10.22 8.31 20.01
C -7.64 8.01 23.07
O -7.44 7.90 21.69
H -6.70 7.90 23.62
H -7.97 9.02 23.39
H -8.39 7.34 23.50
H -8.34 8.02 21.30
C -10.44 15.26 17.37
O -10.66 15.36 18.78
H -10.63 14.23 17.07
H -11.08 15.96 16.83
H -9.40 15.52 17.16
H -10.49 14.49 19.17
C -12.47 13.07 20.96
O -13.44 12.44 21.79
H -13.01 13.61 20.17
H -11.95 13.80 21.57
H -11.80 12.37 20.45
H -13.86 11.70 21.32
*
```

For the HOMO energy, the calculation gives -6.86 eV.

---

Record 2
Below is one molecule with the formula C6H5BrF3N in a non-equilibrium geometry, with properties calculated with wB97M-V/def2-TZVPD.

The geometry in ORCA input format:
```
! RIJCOSX wB97M-V def2-TZVPD def2/J DEFGRID3
* xyz 0 1
C -1.49 -1.24 1.44
C -0.20 -1.50 1.57
C -1.97 0.05 0.82
C 0.00 1.07 0.04
C 0.40 0.68 -1.23
C 1.81 0.89 -1.63
N -1.29 0.99 0.32
F 2.65 0.27 -0.71
F 2.14 0.41 -2.92
F 2.23 2.19 -1.56
Br -0.61 -0.55 -2.28
H -2.14 -1.85 1.90
H 0.31 -2.42 1.92
H -3.06 0.19 0.59
H 0.54 -0.91 1.17
H 0.70 1.72 0.56
*
```

For the HOMO energy, the calculation gives -8.86 eV.

---

Record 3
Below is one molecule with the formula C15H15N7O2S2 in a non-equilibrium geometry, with properties calculated with wB97M-V/def2-TZVPD.

The geometry in ORCA input format:
```
! RIJCOSX wB97M-V def2-TZVPD def2/J DEFGRID3
* xyz 0 1
C -4.62 0.13 -3.67
H -5.70 0.13 -3.54
H -4.35 -0.69 -4.33
H -4.32 1.06 -4.15
C -3.92 -0.02 -2.32
C -2.45 -0.02 -2.47
N -1.66 0.87 -1.99
N -0.38 0.68 -2.25
C -0.14 -0.38 -2.95
N 1.09 -0.83 -3.34
C 2.34 -0.31 -3.05
O 3.32 -0.88 -3.48
C 2.39 0.95 -2.23
H 1.80 1.74 -2.70
H 3.43 1.24 -2.07
S 1.64 0.67 -0.59
C 3.07 0.68 0.39
N 4.29 0.96 -0.02
N 5.07 0.85 1.04
N 4.42 0.52 2.07
N 3.13 0.39 1.73
C 2.15 0.01 2.66
C 0.80 0.13 2.38
C -0.14 -0.28 3.32
C 0.29 -0.78 4.54
C 1.64 -0.88 4.82
C 2.58 -0.49 3.88
H 3.64 -0.57 4.08
H 1.97 -1.27 5.78
H -0.45 -1.09 5.26
C -1.61 -0.21 3.06
O -2.41 -0.41 3.94
C -2.04 0.10 1.65
H -1.76 1.12 1.38
H -1.56 -0.57 0.94
H -3.12 0.00 1.57
H 0.48 0.56 1.44
H 1.11 -1.68 -3.89
S -1.59 -1.28 -3.37
H -4.23 -0.96 -1.85
H -4.19 0.80 -1.66
*
```

For the HOMO energy, the calculation gives -9.17 eV.

---

Record 4
Below is one molecule with the formula C16H20N4O2S in a non-equilibrium geometry, with properties calculated with wB97M-V/def2-TZVPD.

The geometry in ORCA input format:
```
! RIJCOSX wB97M-V def2-TZVPD def2/J DEFGRID3
* xyz 0 1
C 4.56 1.20 -0.12
C 4.98 -0.25 -0.32
H 4.93 -0.49 -1.39
H 6.01 -0.39 0.01
C 4.09 -1.22 0.45
C 2.71 -1.31 -0.10
N 2.33 -0.84 -1.23
N 1.05 -1.08 -1.52
C 0.44 -1.75 -0.60
N -0.87 -2.12 -0.67
C -1.49 -2.81 0.33
O -0.90 -3.16 1.33
C -2.96 -3.07 0.08
H -3.14 -3.25 -0.98
H -3.26 -3.94 0.66
C -3.78 -1.85 0.53
C -3.49 -0.65 -0.36
O -3.16 -0.77 -1.53
N -3.67 0.55 0.23
H -3.84 0.59 1.22
C -3.29 1.79 -0.43
C -1.85 2.13 -0.11
C -0.83 1.70 -0.95
C 0.49 1.97 -0.63
C 0.80 2.64 0.53
C -0.21 3.06 1.38
C -1.54 2.80 1.06
H -2.32 3.14 1.72
H 0.03 3.59 2.29
H 1.83 2.84 0.78
H 1.27 1.63 -1.30
H -1.07 1.16 -1.85
H -3.41 1.63 -1.50
H -3.97 2.58 -0.10
H -4.84 -2.08 0.46
H -3.55 -1.61 1.57
H -1.42 -1.75 -1.45
S 1.43 -2.15 0.78
H 4.53 -2.22 0.42
H 4.03 -0.92 1.50
H 5.23 1.87 -0.66
H 4.60 1.46 0.94
H 3.55 1.35 -0.48
*
```

For the HOMO energy, the calculation gives -8.83 eV.

---

Record 5
Below is a 2-piece molecular cluster, C3H7ClOSi overall in a non-equilibrium geometry, with properties calculated with wB97M-V/def2-TZVPD.

The geometry in ORCA input format:
```
! RIJCOSX wB97M-V def2-TZVPD def2/J DEFGRID3
* xyz 0 1
C 0.03 1.28 0.57
C 0.75 1.40 -0.71
C -0.33 -0.13 0.96
O -0.31 2.16 1.27
Si -0.07 -1.75 -0.18
Cl -0.76 -0.44 2.58
H 1.78 1.40 -0.58
H 0.42 2.37 -1.12
H 0.45 0.66 -1.39
H -1.98 -0.48 0.06
H -0.91 -2.70 0.32
H 1.23 -2.46 -0.30
H -0.29 -1.31 -1.49
*
```

For the HOMO energy, the calculation gives -9.51 eV.

---

Record 6
Below is C37H39B2F4N6O6PTi as an isolated structure, with properties calculated with wB97M-V/def2-TZVPD.

The geometry in ORCA input format:
```
! RIJCOSX wB97M-V def2-TZVPD def2/J DEFGRID3
* xyz 0 3
Ti -0.50 0.64 -1.61
C -4.69 1.39 -3.13
C -3.22 1.24 -2.92
N -2.73 0.63 -1.89
O -3.67 0.13 -1.07
B -3.37 -0.47 0.27
F -3.63 0.48 1.26
F -4.24 -1.54 0.39
O -1.95 -0.89 0.50
N -1.09 -1.16 -0.56
C -1.22 -2.47 -1.10
C -2.10 -3.44 -0.38
C -0.59 -2.81 -2.32
N -0.05 -2.07 -3.26
O -0.18 -0.70 -3.16
B 0.23 -0.07 -4.56
F -0.63 -0.61 -5.49
F 1.55 -0.33 -4.80
O 0.01 1.40 -4.40
N -1.01 1.55 -3.49
C -2.21 1.57 -3.95
C -2.58 1.70 -5.38
C -0.50 -4.28 -2.70
H -5.15 1.79 -2.22
H -5.15 0.42 -3.31
H -4.90 2.05 -3.97
H -2.05 -3.27 0.70
H -1.80 -4.46 -0.60
H -3.14 -3.31 -0.67
H -1.70 1.90 -5.98
H -3.31 2.49 -5.51
H -3.03 0.76 -5.73
H -1.49 -4.69 -2.91
H -0.05 -4.87 -1.90
H 0.11 -4.37 -3.59
N 0.20 -0.73 -0.19
P 1.38 -1.62 0.46
C 0.73 -2.99 1.42
C 0.06 -2.70 2.62
C -0.54 -3.72 3.34
C -0.48 -5.03 2.88
C 0.18 -5.32 1.69
C 0.77 -4.30 0.96
C 2.24 -0.44 1.51
C 3.63 -0.37 1.57
C 4.24 0.58 2.36
C 3.48 1.47 3.10
C 2.09 1.42 3.05
C 1.48 0.46 2.25
C 2.61 -2.27 -0.68
C 3.52 -3.26 -0.30
C 4.50 -3.68 -1.18
C 4.57 -3.11 -2.45
C 3.68 -2.11 -2.83
C 2.71 -1.69 -1.94
H 0.00 -1.68 2.98
H -1.06 -3.49 4.26
H -0.95 -5.82 3.44
H 0.22 -6.34 1.32
H 1.26 -4.53 0.02
H 4.23 -1.05 0.98
H 5.32 0.64 2.39
H 3.96 2.23 3.71
H 1.49 2.12 3.60
H 0.40 0.43 2.17
H 3.47 -3.70 0.69
H 5.20 -4.44 -0.89
H 5.33 -3.44 -3.14
H 3.73 -1.66 -3.81
H 2.04 -0.89 -2.23
C 0.23 6.24 4.80
C -0.13 5.16 3.82
C 0.26 5.25 2.49
C -0.08 4.28 1.56
C 0.39 4.46 0.14
C -0.84 3.18 1.99
C -1.16 2.07 1.11
O -0.95 2.07 -0.10
C -1.24 3.06 3.34
C -2.03 1.88 3.84
C -0.87 4.05 4.23
H 1.07 6.84 4.45
H 0.50 5.81 5.77
H -0.62 6.90 4.96
H 0.85 6.10 2.17
H 1.00 5.35 0.06
H -0.45 4.54 -0.55
H 0.97 3.60 -0.20
H -1.62 1.19 1.56
H -2.94 1.72 3.26
H -2.31 2.04 4.89
H -1.47 0.95 3.79
H -1.18 3.97 5.27
O 3.32 2.50 -2.50
C 2.32 1.99 -2.12
N 1.32 1.48 -1.71
*
```

Its expectation value of S² is 2.03. For the HOMO energy (alpha / beta), the calculation gives -7.51 / -8.86 eV.

---

Values for relative energy (zero: lowest compared OMol25 entry of this formula, charge and spin), kJ/mol, ordered as above
0.00; 104.66; 23.63; 94.19; 618.79; 81.86
Values for total energy, a.u., ordered as above
-1728.27546; -3159.91297; -1910.71907; -1389.43620; -943.27159; -3853.62931